{
  "formula": "C5H4N4O3S",
  "method": "wB97M-V/def2-TZVPD",
  "largest_force_ev_per_a": 6.667,
  "homo_lumo_gap_ha": 0.3395,
  "relative_energy_kcal_mol": 90.4,
  "e_tot_ha": -1035.6964,
  "spin_multiplicity": 1,
  "elements": ["C", "C", "C", "C", "C", "N", "N", "N", "N", "O", "O", "O", "S", "H", "H", "H", "H"],
  "coordinates": [[1.002, 0.497, 1.526], [-0.069, 0.092, 0.780], [0.463, -0.535, -0.437], [-1.454, 0.314, 1.144], [-1.328, -0.790, -1.955], [2.122, 0.365, 0.794], [1.788, -0.382, -0.313], [-2.490, 0.001, 0.361], [-0.285, -0.889, -1.447], [2.825, -1.906, -2.142], [-1.590, 0.745, 2.281], [2.985, 0.657, -2.382], [3.203, -0.750, -1.440], [0.925, 1.096, 2.502], [-2.741, -0.395, -0.866], [-3.291, 0.459, 0.548], [3.208, 1.508, -1.999]],
  "atomic_forces_ev_per_a": [[1.2, 1.9, 0.1], [-0.2, -2.4, -3.3], [0.4, 2.8, 5.4], [0.9, -0.3, 1.3], [-0.7, -0.6, -1.2], [0.3, -1.5, 0.4], [1.1, 0.8, -0.2], [-0.1, -2.9, -6.0], [-0.6, -0.7, -1.9], [-0.9, -0.9, -1.6], [-1.0, 0.5, 0.1], [-0.4, -2.5, -0.5], [0.1, 3.7, 2.1], [0.5, -1.2, -1.8], [2.3, 1.4, 4.6], [-3.2, 1.7, 1.6], [0.3, 0.0, 0.8]],
  "lowdin_charge": [-0.08, -0.09, -0.27, -0.55, 0.13, 0.04, -0.21, 0.13, 0.07, -0.38, 0.05, -0.29, 1.01, 0.16, 0.19, 0.04, 0.06]
}

---

{
  "formula": "C27H22N4O3",
  "method": "wB97M-V/def2-TZVPD",
  "largest_force_ev_per_a": 1.360,
  "homo_lumo_gap_ha": 0.2716,
  "relative_energy_kcal_mol": 26.9,
  "smiles": "O=C(c1ccc2nc(-c3ccco3)c(-c3ccco3)nc2c1)N1CCN(c2ccccc2)CC1",
  "e_tot_ha": -1486.8098,
  "spin_multiplicity": 1,
  "elements": ["O", "C", "C", "C", "C", "C", "N", "C", "C", "C", "C", "C", "O", "C", "C", "C", "C", "C", "O", "N", "C", "C", "N", "C", "C", "N", "C", "C", "C", "C", "C", "C", "C", "C", "H", "H", "H", "H", "H", "H", "H", "H", "H", "H", "H", "H", "H", "H", "H", "H", "H", "H", "H", "H", "H", "H"],
  "coordinates": [[1.469, -2.279, 3.116], [1.792, -1.472, 2.267], [0.792, -0.907, 1.305], [0.271, -1.775, 0.321], [-0.684, -1.345, -0.556], [-1.170, -0.025, -0.471], [-2.186, 0.377, -1.254], [-2.609, 1.618, -1.155], [-3.815, 1.932, -1.890], [-4.367, 1.270, -2.962], [-5.562, 1.948, -3.269], [-5.661, 2.959, -2.358], [-4.616, 2.957, -1.525], [-1.912, 2.563, -0.323], [-2.130, 3.992, -0.375], [-1.838, 4.944, 0.573], [-2.204, 6.183, 0.012], [-2.675, 5.901, -1.237], [-2.633, 4.587, -1.479], [-0.985, 2.156, 0.516], [-0.627, 0.859, 0.505], [0.345, 0.386, 1.406], [3.065, -1.012, 2.143], [3.552, -0.253, 1.017], [4.074, -1.230, -0.072], [4.375, -2.520, 0.514], [3.508, -3.588, 0.290], [3.010, -3.808, -0.999], [2.164, -4.867, -1.264], [1.804, -5.750, -0.260], [2.318, -5.563, 1.011], [3.159, -4.501, 1.287], [5.047, -2.373, 1.784], [4.128, -1.707, 2.839], [0.638, -2.790, 0.281], [-1.101, -1.998, -1.306], [-3.948, 0.417, -3.454], [-6.255, 1.717, -4.052], [-6.407, 3.714, -2.206], [-1.426, 4.756, 1.543], [-2.126, 7.148, 0.467], [-3.049, 6.531, -2.020], [0.724, 1.061, 2.158], [4.362, 0.387, 1.381], [2.764, 0.381, 0.614], [3.312, -1.350, -0.840], [4.978, -0.819, -0.537], [3.299, -3.155, -1.808], [1.790, -5.006, -2.268], [1.138, -6.573, -0.467], [2.053, -6.243, 1.807], [3.518, -4.385, 2.296], [5.400, -3.345, 2.126], [5.924, -1.742, 1.604], [4.693, -0.996, 3.452], [3.655, -2.439, 3.494]],
  "atomic_forces_ev_per_a": [[-0.2, -0.2, 0.0], [-0.1, 0.2, 0.1], [-0.3, 0.3, 0.1], [-0.1, 0.0, -0.2], [0.2, -0.1, 0.1], [0.3, 0.4, 0.5], [-0.4, 0.2, -0.2], [0.5, -0.2, 0.4], [-0.4, -0.7, -1.1], [0.5, 0.3, 0.6], [-0.2, 0.5, 0.3], [-0.4, -0.3, -0.7], [0.1, 0.0, 0.4], [0.2, -0.6, -0.1], [0.3, 0.8, 1.0], [-0.2, -0.7, -0.5], [-0.2, 0.1, -0.6], [0.1, 0.7, 0.5], [0.1, -0.3, -0.3], [-0.2, 0.4, -0.1], [-0.2, -0.5, -0.5], [0.1, -0.4, 0.0], [0.2, 0.1, 0.2], [0.1, 0.1, -0.3], [0.1, 0.2, -0.1], [0.2, 0.0, 0.0], [0.0, -0.2, -0.1], [0.0, 0.1, -0.1], [0.0, 0.0, 0.0], [-0.1, -0.1, 0.0], [-0.1, -0.1, -0.1], [0.1, 0.1, 0.1], [0.0, 0.0, 0.0], [0.0, -0.2, 0.3], [0.0, -0.1, 0.0], [-0.1, -0.1, -0.1], [0.1, -0.2, -0.1], [-0.2, 0.0, -0.1], [0.0, 0.1, 0.1], [0.1, -0.1, 0.2], [0.0, 0.2, 0.0], [-0.1, 0.0, -0.2], [0.1, 0.1, 0.1], [-0.1, 0.0, 0.0], [0.2, 0.0, 0.0], [0.1, 0.0, 0.0], [-0.1, 0.0, 0.0], [0.1, 0.0, 0.0], [0.0, 0.0, -0.1], [0.0, -0.1, 0.0], [0.0, 0.0, 0.1], [0.0, 0.1, 0.1], [0.1, 0.1, 0.0], [0.0, -0.1, 0.0], [0.0, -0.1, 0.0], [0.1, 0.1, -0.1]],
  "lowdin_charge": [0.08, -0.42, -0.14, 0.00, 0.01, -0.20, 0.20, -0.11, -0.21, 0.00, -0.05, -0.10, 0.05, -0.11, -0.21, 0.00, -0.05, -0.10, 0.05, 0.20, -0.19, 0.04, -0.04, -0.11, -0.12, -0.10, -0.23, -0.04, -0.10, -0.11, -0.08, -0.03, -0.13, -0.11, 0.11, 0.12, 0.11, 0.10, 0.12, 0.11, 0.10, 0.12, 0.13, 0.13, 0.11, 0.11, 0.12, 0.11, 0.10, 0.10, 0.11, 0.10, 0.12, 0.12, 0.12, 0.11]
}

---

{
  "formula": "C15H32CuNO8S",
  "method": "wB97M-V/def2-TZVPD",
  "largest_force_ev_per_a": 3.023,
  "homo_lumo_gap_ha": [0.1684, 0.1423],
  "e_tot_ha": -3285.8292,
  "charge": -1,
  "spin_multiplicity": 2,
  "elements": ["Cu", "C", "C", "O", "O", "H", "H", "H", "C", "C", "O", "O", "H", "H", "H", "C", "C", "C", "O", "H", "H", "H", "H", "H", "H", "H", "C", "C", "C", "O", "C", "N", "H", "H", "H", "H", "H", "H", "H", "H", "H", "H", "H", "C", "C", "C", "S", "O", "O", "C", "H", "H", "H", "H", "H", "H", "H", "H"],
  "coordinates": [[0.200, 0.819, -1.633], [2.874, 5.153, 0.524], [2.369, 3.748, 0.219], [2.687, 3.111, -0.806], [1.455, 3.295, 0.905], [2.950, 5.136, 1.612], [2.200, 5.970, 0.269], [3.854, 5.282, 0.066], [-3.292, 5.125, -3.611], [-2.999, 3.704, -3.976], [-2.087, 3.057, -3.445], [-3.717, 3.267, -4.891], [-2.509, 5.572, -2.998], [-4.226, 5.358, -3.099], [-3.525, 5.694, -4.511], [-0.660, -4.365, -3.482], [0.198, -3.260, -4.120], [0.612, -3.571, -5.537], [-0.415, -1.989, -3.979], [-1.565, -4.565, -4.056], [-0.906, -4.328, -2.421], [-0.078, -5.286, -3.517], [1.187, -3.350, -3.670], [-0.132, -3.310, -6.290], [0.932, -4.610, -5.600], [1.436, -2.876, -5.697], [-3.779, 1.790, 1.461], [-3.129, 0.502, 2.041], [-4.056, -0.239, 3.053], [-4.506, 0.559, 4.115], [-5.106, -0.075, 5.291], [-2.494, -0.356, 0.970], [-3.099, 2.618, 1.261], [-4.547, 2.022, 2.198], [-4.426, 1.530, 0.623], [-2.161, 0.550, 2.540], [-3.598, -1.185, 3.344], [-5.012, -0.456, 2.577], [-6.140, 0.248, 5.416], [-4.632, -0.044, 6.272], [-5.295, -1.136, 5.127], [-3.211, -0.802, 0.416], [-1.966, -1.084, 1.431], [5.864, -1.490, 1.974], [4.626, -0.994, 2.677], [3.647, -2.127, 2.580], [3.687, -2.380, 0.768], [2.876, -1.271, 0.207], [3.427, -3.769, 0.417], [5.512, -2.061, 0.613], [6.316, -2.318, 2.521], [6.673, -0.779, 1.807], [4.348, -0.082, 2.149], [5.046, -0.673, 3.631], [2.594, -1.935, 2.787], [3.920, -2.943, 3.249], [5.761, -1.390, -0.208], [6.017, -3.011, 0.434]],
  "atomic_forces_ev_per_a": [[0.2, 1.0, 0.3], [0.9, -0.6, 0.6], [-2.0, -0.7, -1.8], [2.0, 0.2, -1.7], [-1.4, 0.1, 2.7], [0.3, 0.4, 0.1], [-0.1, -0.4, -0.3], [0.0, 0.3, 0.0], [-0.1, 1.7, 0.6], [-0.9, -0.9, -1.0], [1.5, -0.3, 1.5], [-1.0, -0.3, -0.9], [0.2, 0.2, -0.2], [-0.2, -0.9, 0.6], [0.8, 0.1, -0.3], [-0.3, -0.6, -0.2], [-0.1, 0.0, 0.9], [-0.4, 1.0, -0.7], [0.6, -1.4, -0.1], [-0.1, 0.2, 0.0], [0.0, 0.9, -0.1], [0.2, 0.0, -0.3], [0.0, 0.7, 1.1], [-0.2, -0.4, 0.0], [0.0, 0.1, -0.1], [0.3, -0.4, -0.5], [-0.4, -1.4, 1.2], [1.5, -0.5, -0.2], [-1.2, -0.4, -1.3], [0.5, 0.7, 2.8], [-0.7, -0.8, -1.6], [-1.5, 0.2, 0.1], [-0.2, -0.3, -0.1], [0.3, 0.8, 0.3], [0.6, -0.1, -0.6], [-0.3, 1.8, 1.0], [0.2, 0.0, 0.3], [0.0, -0.7, -0.9], [0.1, 0.8, -0.1], [0.8, 0.7, -0.4], [0.5, -0.4, -0.4], [-0.1, -0.2, -0.3], [0.1, -0.2, 0.0], [1.4, -0.9, -0.9], [1.4, 1.4, 0.1], [-0.8, 0.4, 0.0], [-0.3, 0.3, -0.5], [1.5, -2.1, 0.8], [-0.1, 0.9, 0.0], [-0.8, -0.1, -0.4], [0.0, 0.0, 0.4], [-0.3, 0.4, 0.4], [-0.7, -0.1, 0.1], [-1.0, -0.2, 0.5], [0.1, 0.5, 0.0], [0.3, -0.4, -0.7], [-0.5, 0.1, 0.0], [-0.4, -0.1, -0.1]],
  "lowdin_charge": [0.81, -0.04, -0.84, -0.11, -0.09, 0.06, 0.07, 0.06, -0.07, -0.85, -0.10, -0.10, 0.06, 0.05, 0.06, -0.05, -0.53, -0.06, 0.06, 0.08, 0.08, 0.08, 0.12, 0.09, 0.09, 0.08, -0.03, -0.38, -0.23, -0.19, -0.08, 0.02, 0.09, 0.06, 0.08, 0.13, 0.11, 0.12, 0.08, 0.08, 0.07, 0.06, 0.05, -0.26, -0.25, -0.21, 0.73, -0.34, -0.36, -0.20, 0.11, 0.12, 0.13, 0.12, 0.10, 0.11, 0.11, 0.10]
}